Entry 1:
Entry from the OMol25 dataset: a cluster of 7 separate species, C5H23NO8 in total in a non-equilibrium geometry (ωB97M-V with the def2-TZVPD basis set).

Net charge   +1
Energy   -23417.979 eV
2S+1   2
Maximum force   0.0557 hartree/bohr
Energy relative to the best compared isomer or geometry (same formula, charge and spin)   262.6 kJ/mol
HOMO level (spin up / spin down)   -0.48159 / -0.48159 hartree

Structure (XYZ):
```
37
C5H23NO8, DFT ωB97M-V with the def2-TZVPD basis set
O 1.81 -1.74 -1.68
C 1.42 -0.92 -0.90
N 2.44 -0.06 -0.38
C 2.36 0.98 0.60
O 2.01 0.43 1.86
C -0.01 -0.74 -0.51
C -0.69 0.29 -1.47
C -0.83 -0.31 -2.88
H 3.38 -0.36 -0.66
H 3.26 1.54 0.84
H 1.62 1.72 0.31
H 1.10 0.13 1.99
H -0.51 -1.69 -0.64
H -0.17 -0.41 0.52
H -0.09 1.20 -1.53
H -1.64 0.52 -1.00
H -0.48 -1.34 -2.98
H -0.46 0.28 -3.71
H -1.89 -0.46 -3.04
H -4.58 0.67 1.54
H -3.97 -0.73 1.26
O -4.78 -0.22 1.26
H 0.53 -2.40 2.20
H -0.04 -3.59 2.79
O -0.25 -2.65 2.71
H 1.67 2.94 -3.12
H 2.45 2.18 -2.09
O 1.74 2.83 -2.16
H -2.35 3.56 -1.84
H -2.04 3.37 -0.39
O -2.67 3.82 -0.96
H 3.04 -2.01 2.79
H 2.25 -2.36 1.51
O 2.48 -2.69 2.38
H -1.74 0.02 2.84
H -2.24 -1.35 2.44
O -2.13 -0.46 2.09
```

---

Entry 2:
Entry from the OMol25 dataset: a structure of composition H22KrO11 in a non-equilibrium geometry (ωB97M-V with the def2-TZVPD basis set).

Net charge   0
Energy   -97810.098 eV
Maximum force   0.0237 hartree/bohr
Energy relative to the best compared isomer or geometry (same formula, charge and spin)   30.5 kJ/mol
HOMO level   -0.37906 hartree

Structure (XYZ):
```
34
H22KrO11, DFT ωB97M-V with the def2-TZVPD basis set
Kr 0.75 0.72 -0.04
O 1.62 -0.86 3.84
H 1.68 0.02 4.22
H 0.99 -0.77 3.12
O 2.28 -2.79 -1.70
H 2.72 -1.96 -1.49
H 1.43 -2.73 -1.26
O -2.58 -0.39 1.69
H -3.34 -0.97 1.71
H -1.83 -0.99 1.63
O 4.26 -1.17 -0.41
H 4.13 -1.30 0.53
H 4.98 -1.76 -0.63
O -0.22 -1.91 2.02
H -0.18 -2.61 2.66
H 0.33 -2.21 1.30
O -0.12 2.66 -3.00
H 0.71 2.96 -2.62
H 0.11 1.91 -3.54
O -2.49 0.45 -0.89
H -2.40 0.00 -0.05
H -2.24 1.35 -0.70
O -1.49 -1.25 -2.99
H -2.04 -0.71 -2.42
H -0.88 -0.62 -3.40
O -0.28 -2.60 -0.72
H -0.72 -2.23 -1.49
H -0.99 -2.99 -0.21
O 0.67 4.22 0.83
H 0.69 3.58 1.54
H 0.35 5.03 1.23
O -2.08 3.14 0.07
H -2.62 3.26 0.86
H -1.23 3.51 0.32
```

---

Entry 3:
Entry from the OMol25 dataset: an isolated molecule of C2H5NO3 in a non-equilibrium geometry (ωB97M-V with the def2-TZVPD basis set).

SMILES string   O=[N+]([O-])CCO
Net charge   0
Energy   -9782.751 eV
Maximum force   0.1049 hartree/bohr
Energy relative to the best compared isomer or geometry (same formula, charge and spin)   524.7 kJ/mol
HOMO level   -0.40520 hartree

Structure (XYZ):
```
11
C2H5NO3, DFT ωB97M-V with the def2-TZVPD basis set
C 0.61 0.56 0.57
C -0.60 -0.28 0.36
H 1.90 0.34 -0.67
H 0.29 0.71 1.68
H 0.73 1.71 0.12
H -1.36 -0.37 1.15
H -0.14 -1.22 0.67
N -1.01 -0.43 -0.98
O 1.89 -0.05 0.21
O -1.97 -1.17 -1.37
O -0.34 0.19 -1.75
```

---

Entry 4:
Entry from the OMol25 dataset: a cluster of 10 separate species, C9H36ClN18O13 in total in a non-equilibrium geometry (ωB97M-V with the def2-TZVPD basis set).

Net charge   0
Energy   -75871.265 eV
2S+1   2
Maximum force   0.1843 hartree/bohr
HOMO level (spin up / spin down)   -0.32822 / -0.32772 hartree

Structure (XYZ):
```
77
C9H36ClN18O13, DFT ωB97M-V with the def2-TZVPD basis set
Cl -0.10 0.94 0.77
O 1.30 1.38 0.89
O -1.00 1.85 1.36
O -0.32 0.61 -0.58
O -0.25 -0.26 1.55
C 2.19 3.78 3.25
O 2.84 2.79 3.53
N 2.62 4.94 3.59
N 1.09 3.83 2.62
H 3.57 5.01 3.93
H 2.14 5.80 3.37
H 0.52 4.63 2.84
H 0.83 2.92 2.28
C -2.82 -1.57 4.70
O -1.85 -1.14 5.29
N -2.94 -1.82 3.48
N -3.93 -1.93 5.24
H -2.01 -1.87 3.09
H -3.86 -2.01 3.11
H -4.76 -1.96 4.66
H -3.97 -1.88 6.24
C -4.88 0.56 -0.37
O -5.79 0.73 -1.18
N -3.84 1.43 -0.19
N -4.81 -0.63 0.28
H -3.01 1.26 0.37
H -3.96 2.28 -0.72
H -4.17 -0.73 1.05
H -5.23 -1.42 -0.19
C 4.54 3.16 0.61
O 4.78 2.38 1.44
N 5.37 4.01 0.23
N 3.53 3.16 -0.16
H 5.05 4.64 -0.49
H 6.13 4.36 0.79
H 2.84 2.49 0.14
H 3.43 3.93 -0.81
C -1.93 0.79 -4.31
O -0.89 1.48 -4.53
N -2.38 0.58 -3.15
N -2.74 0.39 -5.25
H -3.00 -0.17 -2.88
H -2.06 1.27 -2.50
H -2.54 0.67 -6.19
H -3.53 -0.21 -5.03
C 0.66 -3.73 1.54
O -0.40 -3.37 1.97
N 0.91 -5.00 1.28
N 1.72 -3.00 1.33
H 1.86 -5.33 1.29
H 0.06 -5.52 1.16
H 2.47 -3.45 0.81
H 1.51 -2.02 1.20
C -2.84 -2.53 -1.16
O -3.05 -1.98 -2.24
N -3.19 -3.70 -0.88
N -2.24 -1.99 -0.18
H -3.34 -3.73 0.12
H -3.49 -4.34 -1.61
H -2.19 -2.49 0.70
H -1.95 -1.03 -0.19
C 3.81 -0.92 -0.21
O 3.92 -0.44 0.92
N 4.88 -1.28 -0.88
N 2.69 -1.12 -0.83
H 5.74 -1.12 -0.38
H 4.86 -1.87 -1.71
H 1.78 -1.02 -0.41
H 2.91 -1.44 -1.76
C 1.91 -0.17 -3.88
O 2.72 -1.00 -3.51
N 1.36 -0.10 -5.05
N 1.55 0.80 -3.12
H 0.74 0.70 -5.05
H 1.72 -0.63 -5.83
H 0.87 1.48 -3.44
H 1.83 0.90 -2.16
```

---

Entry 5:
Entry from the OMol25 dataset: a cluster of 7 separate species, C5H26N3O6 in total in a non-equilibrium geometry (ωB97M-V with the def2-TZVPD basis set).

Net charge   +2
Energy   -22344.825 eV
2S+1   2
Maximum force   0.0484 hartree/bohr
Energy relative to the best compared isomer or geometry (same formula, charge and spin)   65.8 kJ/mol
HOMO level (spin up / spin down)   -0.60053 / -0.60050 hartree

Structure (XYZ):
```
40
C5H26N3O6, DFT ωB97M-V with the def2-TZVPD basis set
C 1.59 1.80 0.75
C 1.13 0.56 0.00
C 1.69 0.38 -1.45
C 1.82 -1.08 -1.79
N 0.31 -4.19 -1.09
C 0.91 -3.23 -1.78
N 0.72 -1.98 -1.32
N -0.38 0.42 0.05
H 0.94 2.67 0.57
H 2.62 2.08 0.58
H 1.35 1.56 1.78
H 1.42 -0.31 0.61
H 2.66 0.83 -1.59
H 1.00 0.87 -2.14
H 2.68 -1.53 -1.25
H 2.07 -1.28 -2.85
H -0.05 -5.05 -1.52
H -0.35 -3.89 -0.37
H 1.62 -3.60 -2.51
H -0.79 -0.31 -0.55
H -0.72 0.15 0.97
H -0.90 1.28 -0.19
H -2.74 -0.98 -2.18
H -2.96 -1.61 -0.83
O -2.66 -0.77 -1.23
H -2.75 3.25 1.35
H -3.05 4.17 0.16
O -2.39 3.57 0.53
H 0.72 0.66 3.41
H 1.22 -0.62 4.17
O 1.26 -0.11 3.35
H -0.81 3.70 -3.11
H -0.10 3.34 -1.80
O -0.04 3.90 -2.58
H -0.09 -1.90 0.85
H -0.01 -1.77 2.42
O -0.61 -1.98 1.66
H -2.21 -0.39 2.62
H -2.27 0.92 3.53
O -1.85 0.48 2.80
```

---

Entry 6:
Entry from the OMol25 dataset: a structure of composition C56H49AsIOPSSiV in a non-equilibrium geometry (ωB97M-V with the def2-TZVPD basis set).

Net charge   0
Energy   -183546.115 eV
2S+1   2
Maximum force   0.0531 hartree/bohr
HOMO level (spin up / spin down)   -0.26401 / -0.24350 hartree

Structure (XYZ):
```
112
C56H49AsIOPSSiV, DFT ωB97M-V with the def2-TZVPD basis set
V -0.14 0.23 -0.70
I -2.18 2.07 -0.36
C -4.23 1.49 -0.63
C -5.12 2.51 -0.35
C -6.50 2.30 -0.45
C -6.95 1.07 -0.83
C -6.06 0.03 -1.16
C -6.61 -1.19 -1.60
C -5.79 -2.22 -1.98
C -4.41 -2.06 -1.89
C -3.81 -0.90 -1.43
P -1.96 -1.15 -1.38
C -1.69 -1.69 -3.10
C -2.42 -1.13 -4.15
C -2.14 -1.48 -5.46
C -1.11 -2.36 -5.74
C -0.35 -2.89 -4.71
C -0.63 -2.56 -3.40
C -2.03 -2.71 -0.41
C -1.92 -4.01 -0.89
C -2.03 -5.08 -0.02
C -2.27 -4.86 1.33
C -2.38 -3.57 1.82
C -2.25 -2.50 0.95
C -4.63 0.21 -1.06
H -4.74 3.47 -0.04
H -7.17 3.11 -0.21
H -8.01 0.87 -0.91
H -7.68 -1.29 -1.64
H -6.20 -3.16 -2.34
H -3.78 -2.88 -2.20
H -3.22 -0.44 -3.94
H -2.71 -1.04 -6.27
H -0.90 -2.64 -6.77
H 0.47 -3.56 -4.93
H -0.02 -2.96 -2.60
H -1.76 -4.19 -1.94
H -1.94 -6.08 -0.40
H -2.36 -5.71 2.00
H -2.55 -3.41 2.87
H -2.32 -1.48 1.32
S 1.36 -0.80 -2.01
C 2.94 -0.07 -1.92
C 4.06 -0.79 -2.34
C 5.30 -0.19 -2.36
C 5.44 1.14 -1.98
C 4.33 1.86 -1.54
C 3.08 1.26 -1.50
As 1.48 2.13 -0.83
C 1.04 3.23 -2.39
C 1.55 2.96 -3.65
C 1.21 3.76 -4.73
C 0.33 4.82 -4.56
C -0.19 5.09 -3.31
C 0.16 4.30 -2.23
C 2.34 3.52 0.27
C 2.77 4.75 -0.21
C 3.44 5.63 0.62
C 3.72 5.28 1.93
C 3.29 4.06 2.42
C 2.59 3.19 1.60
H 3.93 -1.82 -2.65
H 6.16 -0.75 -2.69
H 6.41 1.61 -2.01
H 4.44 2.89 -1.23
H 2.24 2.13 -3.79
H 1.62 3.55 -5.71
H 0.07 5.44 -5.41
H -0.88 5.91 -3.18
H -0.24 4.52 -1.24
H 2.58 5.03 -1.24
H 3.75 6.59 0.24
H 4.27 5.95 2.57
H 3.50 3.77 3.44
H 2.23 2.24 1.98
C -0.61 1.70 3.70
C -0.55 0.19 3.97
C -0.05 -0.02 5.39
C -1.97 -0.38 3.89
Si 0.55 -0.61 2.58
O -0.01 -0.02 1.22
C 0.67 -2.51 2.43
C 0.78 -3.40 3.49
C 1.08 -4.73 3.28
C 1.28 -5.21 1.99
C 1.16 -4.34 0.92
C 0.86 -3.01 1.15
C 2.42 -0.20 2.76
C 3.16 -0.13 1.59
C 4.52 0.17 1.61
C 5.15 0.38 2.82
C 4.44 0.27 4.00
C 3.09 -0.03 3.96
H -1.26 2.19 4.42
H -0.99 1.89 2.70
H 0.38 2.14 3.77
H -0.79 0.33 6.11
H 0.86 0.54 5.57
H 0.13 -1.08 5.59
H -2.61 0.07 4.65
H -1.95 -1.46 4.06
H -2.41 -0.18 2.92
H 0.65 -3.05 4.51
H 1.17 -5.41 4.12
H 1.54 -6.25 1.83
H 1.30 -4.71 -0.08
H 0.78 -2.33 0.30
H 2.65 -0.31 0.65
H 5.08 0.23 0.69
H 6.21 0.61 2.85
H 4.93 0.43 4.95
H 2.56 -0.12 4.90
```

---

Entry 7:
Entry from the OMol25 dataset: a structure of composition C21H25N8O5S2Se2Tl (ωB97M-V with the def2-TZVPD basis set).

Net charge   -2
Energy   -201399.844 eV
Maximum force   0.0113 hartree/bohr
Energy relative to the best compared isomer or geometry (same formula, charge and spin)   33.7 kJ/mol
HOMO level   -0.09626 hartree

Structure (XYZ):
```
64
C21H25N8O5S2Se2Tl, DFT ωB97M-V with the def2-TZVPD basis set
Tl 0.67 0.82 -0.82
O 4.21 -0.47 1.25
C 3.10 -0.25 0.79
O 2.83 0.44 -0.26
C 1.90 -0.89 1.51
C 2.08 -1.54 2.72
C 0.99 -2.12 3.34
C -0.26 -2.05 2.73
C -0.37 -1.37 1.53
N 0.69 -0.80 0.95
H 3.08 -1.57 3.13
H 1.10 -2.63 4.29
H -1.14 -2.51 3.16
H -1.32 -1.30 1.02
O 4.01 2.39 -3.39
C 3.03 1.33 -3.43
C 1.79 1.75 -4.22
C 2.17 1.83 -5.71
O 3.16 2.80 -6.01
C 0.60 0.75 -4.12
Se 0.70 -0.76 -2.86
C 1.27 3.12 -3.76
Se 0.75 3.28 -1.85
H 3.74 2.97 -2.66
H 2.82 1.01 -2.42
H 3.52 0.49 -3.93
H 1.28 2.09 -6.30
H 2.50 0.83 -6.03
H 3.73 2.86 -5.23
H 0.38 0.33 -5.10
H -0.26 1.32 -3.81
H 0.39 3.36 -4.36
H 2.01 3.90 -3.96
C -2.28 -6.88 2.35
C -2.82 -6.10 1.18
C -3.05 -6.70 -0.05
C -3.50 -5.86 -1.05
N -3.72 -4.57 -0.88
C -3.48 -4.05 0.35
S -3.74 -2.38 0.62
N -3.04 -4.81 1.39
H -2.43 -7.95 2.24
H -2.77 -6.54 3.27
H -1.21 -6.69 2.46
H -2.87 -7.76 -0.22
H -3.69 -6.25 -2.05
O 0.83 1.96 1.32
N 0.36 3.12 1.43
C 0.38 3.66 2.64
C 0.89 2.96 3.77
N 1.29 2.39 4.69
C -0.11 4.98 2.80
N -0.52 6.05 2.96
C -2.99 1.56 -3.94
N -2.51 1.74 -2.60
C -2.61 0.81 -1.64
N -3.20 -0.34 -1.91
S -1.96 1.13 -0.10
H -2.82 2.48 -4.50
H -4.06 1.35 -3.94
H -2.48 0.74 -4.47
H -1.81 2.47 -2.40
H -3.46 -0.59 -2.85
H -3.33 -1.06 -1.18
```

---

Entry 8:
Entry from the OMol25 dataset: a cluster of 4 separate species, C18H21FNO2S in total in a non-equilibrium geometry (ωB97M-V with the def2-TZVPD basis set).

Net charge   +1
Energy   -38132.404 eV
Maximum force   0.2453 hartree/bohr
HOMO level   -0.42175 hartree

Structure (XYZ):
```
44
C18H21FNO2S, DFT ωB97M-V with the def2-TZVPD basis set
N -2.91 0.85 0.41
S -1.53 1.35 1.38
O -1.25 0.37 2.58
O -1.93 2.74 2.00
F -0.08 1.55 0.49
H -2.94 -0.19 0.22
H -3.77 1.12 0.94
H -2.95 1.36 -0.51
C 1.74 -1.07 -1.87
C 2.37 -1.73 -2.92
C 2.73 -1.03 -4.07
C 2.46 0.34 -4.17
C 1.83 1.00 -3.11
C 1.46 0.29 -1.97
H 1.45 -1.62 -0.98
H 2.59 -2.79 -2.85
H 3.22 -1.54 -4.89
H 2.75 0.89 -5.06
H 1.62 2.06 -3.19
H 0.96 0.81 -1.15
C 1.70 5.21 2.22
C 0.69 4.31 2.57
C 1.00 3.17 3.31
C 2.31 2.93 3.70
C 3.32 3.82 3.35
C 3.02 4.96 2.61
H 1.46 6.10 1.64
H -0.34 4.51 2.27
H 0.21 2.47 3.58
H 2.55 2.04 4.28
H 4.35 3.63 3.66
H 3.81 5.66 2.33
C -3.49 -5.55 -0.28
C -3.22 -4.60 0.70
C -2.39 -3.52 0.42
C -1.84 -3.38 -0.85
C -2.11 -4.33 -1.84
C -2.93 -5.42 -1.55
H -4.13 -6.40 -0.06
H -3.65 -4.71 1.69
H -2.18 -2.78 1.19
H -1.19 -2.53 -1.08
H -1.68 -4.21 -2.83
H -3.13 -6.16 -2.32
```

---

Question: Which of these has the highest net charge?
Answer: C5H26N3O6